DFT (the ωB97M-V functional and the def2-TZVPD basis) results for C15H15F2NO5 in the gas phase at a distorted geometry.

- Frontier orbital gap: 8.46 eV
- Spin multiplicity: 1
- SMILES: O=C(F)Cc1cc2c(c(F)c1CCCO)C(=O)N(CCO)C2=O

CARTESIAN COORDINATES (ANGSTROEM)
O1 -1.04593 -4.39339 -2.60536
C1 -1.80819 1.49345 -2.52120
H1 3.39794 2.77725 5.10249
H2 -1.51971 2.61328 -2.60267
N1 2.20190 0.85754 2.41807
H3 -2.87502 -2.31204 -2.94787
H4 1.43412 3.75886 3.43547
F1 -1.06776 -2.19891 1.42032
C2 -0.66633 -1.05432 0.68442
H5 -3.30830 -3.36810 -1.47502
C3 0.62632 -0.29813 1.06799
C4 -1.53845 0.77807 -3.92595
C5 -2.60617 -2.54985 -1.86287
H6 -0.41247 -4.23079 -3.34571
H7 -0.35732 -2.39075 -2.25998
H8 -2.94991 1.49374 -2.35314
O2 2.38821 3.53721 3.41386
H9 -0.75929 -3.42733 -0.77238
C6 -2.82334 -1.20954 -0.99326
C7 3.20834 1.11108 3.48652
C8 1.70886 -0.51090 2.22354
C9 1.11172 0.97982 0.31064
H10 -3.44996 -1.42251 -0.05713
C10 -0.99300 0.83432 -1.29631
H11 3.35796 0.21823 4.19356
O3 2.07146 -1.58114 2.77945
H12 -3.41388 -0.45164 -1.63867
C11 -1.47775 -0.47069 -0.54392
H13 0.71345 2.53826 -1.38604
O4 -2.44003 0.02500 -4.38021
C12 2.44081 1.41447 1.08086
F2 -0.31862 1.01135 -4.65854
O5 3.43052 2.06252 0.62993
C13 2.65912 2.40549 4.31607
H14 4.22569 1.40836 3.04403
C14 0.33747 1.58968 -0.88222
H15 1.63217 2.10132 4.73924
C15 -1.11463 -3.13928 -1.83800